# 1
Molecular formula: C21H23ClN6O9SeV
Method: DFT, ωB97M-V with the def2-TZVPD basis set

Multiplicity: 3
Charge: +1
M, u: 668.80
Gap between HOMO and LUMO (spin up / spin down), eV: 8.2 / 8.2
Energy, eV: -153065.465

XYZ file:
```
62
Properties=species:S:1:pos:R:3:lowdin_spin:R:1
O 1.003 -0.222 -1.604 0.014
N 2.140 4.057 1.372 0.016
N 1.004 -1.119 -3.655 0.001
H -5.984 1.575 -4.505 0.000
H -3.887 -3.364 1.250 0.000
H -3.211 -2.558 2.687 0.000
C 2.972 3.058 1.150 -0.001
H -4.350 3.959 -1.325 0.000
N 1.074 1.933 0.405 -0.011
H 4.913 -0.134 0.429 0.000
N 3.076 0.723 0.361 -0.001
Se 0.519 3.562 0.928 0.004
O -1.122 0.684 1.801 0.008
O -1.873 2.871 -0.026 0.000
H 0.722 0.950 -3.518 0.000
O 0.769 -0.626 1.852 0.004
H -4.193 -0.132 -4.193 0.000
O -1.129 -1.597 0.056 0.016
C -2.122 0.178 -2.154 0.002
C -3.099 -2.706 1.613 0.001
H -2.407 -4.959 2.455 0.000
H -6.062 3.580 -3.100 0.000
C -3.348 2.116 -1.793 -0.001
H 1.214 -3.174 -4.117 0.000
C 5.048 1.915 1.138 -0.002
V -0.039 0.155 0.028 1.923
H 1.504 -2.055 -5.444 0.000
H 1.790 0.423 -4.837 0.000
H 0.005 -3.054 -1.892 0.000
C -5.274 2.855 -2.943 0.000
H 0.446 -4.314 0.146 0.000
C -0.886 -2.679 0.638 0.005
H -3.159 -1.748 1.110 0.000
C -2.196 2.042 -0.853 0.002
C 0.503 -3.280 0.502 0.001
C 0.884 -2.246 -4.570 0.000
H -0.155 -2.350 -4.886 0.000
C -4.325 3.076 -1.950 0.000
N -1.795 -3.313 1.352 0.005
C -5.230 1.714 -3.742 0.000
H -1.020 -5.281 1.421 0.000
H 4.850 3.945 1.802 0.000
C 4.376 3.058 1.405 0.003
C 4.349 0.772 0.624 0.004
H 1.750 -3.247 -2.180 0.000
C -3.302 0.984 -2.585 0.000
N -1.510 0.858 -1.092 -0.013
C 0.992 -2.614 -1.712 0.001
C 2.383 1.866 0.615 0.007
H -0.820 -4.339 2.921 0.000
Cl -0.259 -0.041 2.767 0.002
O -1.734 -0.860 -2.643 -0.002
H 0.986 -3.284 1.480 0.000
O 0.339 0.849 3.679 0.001
O -0.984 -1.085 3.390 0.000
H 6.112 1.834 1.310 0.000
C 0.990 -1.237 -2.346 0.004
C -1.479 -4.541 2.075 0.000
H 0.032 0.179 -4.961 0.000
O 1.287 -2.480 -0.342 0.007
C 0.882 0.195 -4.279 0.000
C -4.234 0.756 -3.576 0.000
```

# 2
Molecular formula: C21H23EuF9N8O10S3
Method: DFT, ωB97M-V with the def2-TZVPD basis set

Multiplicity: 7
Charge: +1
M, u: 966.61
Gap between HOMO and LUMO (spin up / spin down), eV: 3.8 / 6.2
Energy, eV: -130825.376

XYZ file:
```
75
Properties=species:S:1:pos:R:3:lowdin_spin:R:1
H -16.017 1.978 7.042 0.000
H -17.281 -3.025 7.079 0.000
S -21.093 3.310 3.645 -0.019
H -21.664 4.833 8.037 0.000
O -19.482 3.297 8.603 -0.006
H -21.779 7.239 7.408 0.000
H -21.214 -1.901 4.885 0.000
H -20.201 -3.995 4.820 0.000
F -24.695 4.499 11.061 0.000
N -15.741 4.616 11.641 0.000
C -21.612 6.495 6.660 -0.002
N -13.530 2.518 7.851 0.000
O -16.797 5.315 11.851 0.000
O -20.587 0.523 10.167 -0.001
H -17.756 -3.929 4.910 0.000
C -14.564 3.515 9.805 0.000
C -23.552 3.749 10.975 0.000
O -22.190 -0.480 8.603 -0.004
F -23.468 -1.856 11.093 0.000
H -24.326 -0.389 5.763 0.000
F -21.946 -0.998 12.369 0.000
H -17.974 3.839 10.444 0.000
Eu -21.020 1.778 7.282 6.077
H -18.116 0.038 4.569 0.000
H -17.331 -1.978 3.445 0.000
N -19.565 -0.839 5.768 -0.001
F -23.512 2.992 12.095 0.000
C -15.972 2.510 7.982 0.000
H -21.095 -2.003 6.604 0.000
C -20.471 -1.991 5.706 0.000
H -19.079 -1.360 7.727 0.000
O -12.460 2.332 8.498 0.000
H -19.751 -3.958 6.479 0.000
O -14.694 4.596 12.327 0.000
F -21.372 -2.460 10.842 0.000
S -21.956 0.055 9.949 -0.001
H -16.621 -1.914 5.878 0.000
C -20.983 6.287 2.984 0.000
N -23.200 1.260 6.060 -0.008
C -18.515 2.684 8.101 -0.001
H -13.609 3.762 10.247 0.000
C -17.131 2.927 8.661 -0.001
C -18.318 -2.100 3.924 0.000
C -21.235 4.499 4.813 -0.002
O -13.683 2.369 6.608 0.000
H -18.959 -2.530 3.187 0.000
H -19.648 -0.353 3.733 0.000
H -24.004 1.750 6.485 0.000
H -23.400 -0.413 7.151 0.000
F -19.693 6.020 2.540 0.000
O -22.835 2.836 8.441 -0.007
N -21.408 4.213 6.112 -0.012
N -23.064 1.092 10.348 0.000
H -17.934 -0.245 6.883 0.000
O -25.010 2.276 9.362 0.000
C -17.591 -2.330 6.272 0.000
C -18.907 -0.744 4.454 0.000
F -21.165 7.674 2.826 0.000
H -21.430 7.915 5.030 0.000
N -23.378 -0.204 6.125 0.001
F -22.465 4.564 10.993 0.000
C -14.728 2.843 8.572 0.000
C -15.767 3.789 10.459 0.000
C -17.029 3.556 9.903 0.000
F -21.811 5.741 2.049 0.000
O -18.636 1.834 7.145 -0.013
C -21.235 5.898 4.421 -0.002
S -23.604 2.400 9.615 0.000
C -22.181 -1.426 11.116 0.000
C -21.434 6.875 5.342 0.000
N -18.279 -3.077 5.144 0.000
H -23.123 1.472 5.076 0.000
C -18.521 -1.161 6.763 0.000
C -21.556 5.199 7.010 0.001
C -19.735 -3.349 5.550 0.000
```

# 3
Molecular formula: C21H23F2N3O
Method: DFT, ωB97M-V with the def2-TZVPD basis set

SMILES: COCCN(C)Cc1cn(-c2ccc(F)cc2F)nc1-c1ccccc1C
M, u: 371.43
Gap between HOMO and LUMO, eV: 8.9
Energy, eV: -34102.029

XYZ file:
```
50
Properties=species:S:1:pos:R:3:lowdin_charge:R:1
C 1.807 4.014 -1.939 -0.087
H -4.349 -0.483 3.824 0.134
H -1.861 1.683 0.466 0.125
H 4.036 4.039 0.718 0.076
C 2.444 0.135 -2.147 -0.016
H 1.765 4.223 0.482 0.112
C 2.039 2.194 1.159 -0.203
H 4.316 0.422 -3.133 0.101
H 4.178 -1.715 -4.376 0.100
H 0.267 3.306 0.665 0.119
H 0.199 -3.366 -1.515 0.076
C 0.153 2.310 -1.620 -0.155
F -4.483 -3.079 3.983 0.066
C 2.296 -2.255 -3.515 -0.052
C 1.306 3.247 0.310 -0.165
C -1.205 0.943 0.059 0.014
C 1.339 -0.696 -1.964 -0.112
C -0.226 1.065 -0.891 -0.142
H 1.097 4.856 -1.952 0.089
C 0.280 -0.260 -1.059 -0.182
H 2.773 4.372 -1.586 0.081
H -1.443 -2.914 0.673 0.106
H 1.904 2.443 2.224 0.124
H 0.334 2.062 -2.670 0.128
H 4.068 3.330 2.353 0.090
H 1.615 1.207 0.968 0.115
N -1.259 -0.368 0.425 -0.062
C 0.111 -2.853 -2.472 -0.053
H 1.932 3.653 -2.960 0.086
C -2.091 -2.405 1.367 0.007
C -2.886 -3.108 2.247 -0.001
N 1.373 2.917 -1.105 -0.237
H -0.696 3.018 -1.570 0.131
C 1.265 -1.916 -2.650 -0.213
C 3.388 -1.425 -3.698 -0.086
F -2.948 1.007 2.298 0.066
C 3.463 -0.229 -3.006 -0.077
H 5.246 2.802 1.122 0.090
H -0.834 -2.314 -2.467 0.078
H 0.094 -3.596 -3.266 0.074
C -3.721 -1.025 3.136 0.069
C -2.913 -0.342 2.248 -0.194
C -2.086 -1.007 1.340 -0.115
C -3.698 -2.407 3.122 -0.276
H 2.243 -3.191 -4.054 0.107
H -2.884 -4.185 2.261 0.120
N -0.365 -1.091 -0.264 0.149
O 3.406 2.057 0.859 -0.185
C 4.218 3.119 1.286 -0.113
H 2.509 1.058 -1.592 0.093
```

# 4
Molecular formula: C21H23F3HgIN3O5
Method: DFT, ωB97M-V with the def2-TZVPD basis set

Charge: +2
M, u: 781.92
Gap between HOMO and LUMO, eV: 1.8
Energy, eV: -57264.973

XYZ file:
```
57
Properties=species:S:1:pos:R:3:lowdin_charge:R:1
H -0.393 0.936 5.449 0.087
O 2.946 1.199 -2.970 0.058
H -5.801 -3.269 -0.061 0.141
H 1.805 3.142 0.483 0.141
H 0.238 2.612 4.081 0.133
Hg 1.658 7.653 0.351 0.670
H 4.888 1.429 -3.531 0.141
F 2.969 -2.202 -3.252 0.165
F 2.162 -0.779 -4.681 0.187
C 0.630 0.994 -0.421 -0.079
O 0.420 5.435 -0.007 -0.139
C 2.033 0.707 -2.193 -0.221
H -3.033 -4.107 0.595 0.109
C 4.357 0.741 -2.881 -0.080
C 0.106 -0.320 -0.607 -0.117
F 0.905 -2.355 -3.897 0.195
H -1.447 3.437 -0.894 0.136
H -3.848 -4.132 -0.943 0.125
C -1.360 0.063 1.287 -0.466
H 3.897 -0.930 -0.502 0.065
C 4.888 0.764 -1.461 -0.210
H 4.334 1.489 -0.861 0.108
C 1.873 -1.507 -3.601 -0.572
H -4.948 -2.039 0.850 0.097
C -4.413 -3.543 2.802 -0.394
C -1.402 -2.198 0.045 -0.173
H -3.491 -4.144 2.831 0.151
O -4.634 -2.703 3.624 0.012
C 4.905 -0.606 -0.784 -0.079
O -0.624 3.861 -1.172 0.129
C 0.145 4.278 -0.145 -0.482
H -0.741 -2.765 -0.604 0.126
C -0.867 1.406 1.473 -0.208
C -0.876 -0.821 0.230 -0.128
H -1.339 3.312 2.348 0.123
C -2.836 -2.260 -0.551 -0.174
H 4.417 -0.252 -3.323 0.118
H -2.457 2.046 2.775 0.082
H -2.704 -2.303 -1.633 0.124
I -2.664 -0.698 2.606 1.662
C 0.128 1.857 0.652 -0.067
C -0.626 1.977 3.874 -0.204
C -3.625 -3.498 -0.087 -0.138
H 5.521 -0.587 0.112 0.084
H 5.305 -1.358 -1.465 0.086
H 0.720 3.600 1.786 0.128
C -4.949 -3.106 0.595 -0.162
N -0.988 1.036 4.627 0.092
C -1.402 2.253 2.600 -0.164
O -5.246 -3.846 1.786 -0.019
C 0.755 3.216 0.767 -0.019
H -1.390 -2.677 1.029 0.097
H 5.912 1.139 -1.520 0.125
N 0.548 -1.092 -1.647 0.251
C 1.449 -0.613 -2.427 -0.015
N 1.581 1.475 -1.206 0.272
H -3.392 -1.347 -0.332 0.091
```

# 5
Molecular formula: C21H23F6FeN5O8PS2SeTe
Method: DFT, ωB97M-V with the def2-TZVPD basis set

Multiplicity: 5
Charge: -1
M, u: 944.94
Gap between HOMO and LUMO (spin up / spin down), eV: 6.0 / 6.0
Energy, eV: -200278.388

XYZ file:
```
69
Properties=species:S:1:pos:R:3:lowdin_spin:R:1
C -0.025 -0.606 -4.627 0.002
P -3.594 0.729 -0.393 0.004
O 2.177 0.238 0.364 0.020
C -4.602 -1.602 -1.152 0.000
C 0.145 -4.237 -0.959 0.003
N -0.111 -0.001 -2.326 0.033
H -2.780 -1.846 -2.240 0.000
C 0.106 3.633 -1.808 0.000
Te -3.488 2.792 -1.539 0.001
C -0.019 2.284 -1.559 0.007
H -0.826 -3.039 2.115 0.000
C 0.047 0.715 -4.984 -0.005
F 3.616 -2.281 0.066 0.000
H -0.282 2.245 1.684 0.001
H -1.577 -3.143 -0.306 0.002
O -2.383 -0.063 0.003 0.034
C -3.797 -2.236 -2.269 0.000
H -3.765 -3.323 -2.155 0.000
H 0.101 1.024 -6.020 0.000
F 2.018 -0.435 5.564 0.001
O -4.590 -0.166 -1.310 0.001
N -0.127 1.809 -0.321 0.024
C -6.291 1.274 2.402 0.000
C 0.124 4.524 -0.738 0.003
C 0.129 3.119 -4.282 0.000
H -0.173 -1.946 -2.937 0.000
H -0.185 -5.269 -0.783 0.000
H -6.331 1.121 0.248 0.000
C -0.025 1.288 -2.666 -0.001
H -0.030 4.682 1.398 0.000
F -0.136 -0.544 5.306 0.000
C -0.015 4.035 0.531 0.000
C 0.169 4.083 -3.199 0.000
Fe -0.162 -0.209 -0.074 3.673
H -5.645 -1.910 -1.204 0.000
F 2.354 -2.534 1.815 0.000
N 0.169 3.596 -5.484 0.001
O -4.409 0.870 1.002 0.001
F 4.478 -2.200 2.057 0.000
H 0.458 -4.189 1.693 0.000
H -4.204 -1.884 -0.176 0.000
C -0.539 -3.830 1.416 0.004
C -0.531 -3.262 -0.001 0.019
Se 0.263 5.363 -5.315 0.000
H 1.227 -4.177 -0.810 0.000
S 1.132 0.355 3.246 0.004
O 4.476 0.449 1.208 0.003
S 3.158 -0.075 1.378 0.002
H -6.389 0.202 2.588 0.000
C 1.037 -0.740 4.707 0.002
H -5.654 1.700 3.181 0.000
H -0.023 -1.394 -5.367 0.000
H -5.560 2.586 0.848 0.000
H 0.232 5.583 -0.934 0.000
O 0.870 1.662 3.783 0.001
H -0.073 -3.984 -2.002 0.000
N 2.649 0.166 2.852 0.000
C -0.152 2.668 0.697 0.009
H -4.237 -1.990 -3.240 0.000
C -0.107 -0.918 -3.277 -0.001
C 3.402 -1.893 1.320 0.000
H -7.280 1.736 2.462 0.000
O 0.171 -0.185 2.306 0.021
H -1.249 -4.662 1.498 0.001
F 1.141 -2.017 4.363 0.000
N 0.243 5.330 -3.538 -0.001
C 0.049 1.687 -3.986 0.001
O 0.114 -2.026 -0.028 0.127
C -5.691 1.522 1.037 0.000
```

# 6
Molecular formula: C21H23N2O
Method: DFT, ωB97M-V with the def2-TZVPD basis set

Charge: +1
M, u: 319.43
Gap between HOMO and LUMO, eV: 5.6
Energy, eV: -27171.376

XYZ file:
```
47
Properties=species:S:1:pos:R:3:lowdin_charge:R:1
C -1.666 -1.044 1.065 0.020
H -0.576 4.876 -1.034 0.125
H 3.299 1.691 -0.393 0.072
H -3.007 -0.425 -0.464 0.094
C -2.968 -1.098 0.400 -0.031
H -3.285 -2.101 0.088 0.110
C -1.456 1.920 -0.474 -0.067
C 0.495 -2.042 1.500 -0.143
H 3.823 -2.939 3.178 0.118
H 3.443 -3.576 0.761 0.124
C -1.239 -2.477 -1.685 0.011
C -2.763 2.620 -0.558 -0.200
C 0.900 -2.940 -0.578 -0.088
C 0.580 -3.581 -2.878 -0.038
C 1.399 -3.533 -1.740 0.019
H -2.249 -2.082 -1.658 0.095
H 1.170 1.541 -0.697 0.140
C 1.958 3.415 -0.435 -0.478
N 0.907 2.499 -0.497 0.118
H 2.406 -3.949 -1.734 0.126
O 1.785 4.621 -0.347 0.069
H -3.555 2.194 0.069 0.097
H -3.697 -0.729 1.131 0.109
H 3.815 3.081 -1.409 0.096
C 1.465 -2.719 0.735 -0.091
H -1.541 -0.493 1.997 0.149
H -2.878 4.817 -0.860 0.110
H -0.160 -1.244 3.376 0.115
H -0.501 4.695 0.716 0.125
C 0.647 -1.730 2.837 0.014
C 3.325 2.784 -0.474 0.004
H 0.954 -4.020 -3.807 0.121
H -2.785 4.313 0.840 0.109
C -0.418 -2.413 -0.574 -0.110
H 3.907 3.203 0.354 0.096
H 2.028 -1.862 4.498 0.118
C 2.682 -3.053 1.339 0.021
C -0.422 2.804 -0.370 -0.241
C -2.425 4.096 -0.172 -0.157
H -3.153 2.643 -1.587 0.110
C -0.893 4.231 -0.200 -0.124
C -0.731 -3.078 -2.849 -0.037
H -1.365 -3.155 -3.734 0.120
N -0.646 -1.812 0.700 0.074
C 2.874 -2.709 2.690 -0.040
H -1.350 0.839 -0.505 0.059
C 1.867 -2.079 3.442 -0.039
```

# 7
Molecular formula: C21H23N3O4
Method: DFT, ωB97M-V with the def2-TZVPD basis set

SMILES: Cc1ccc(C)c(OCC(=O)NNC(=O)c2ccc(NC(=O)C3CC3)cc2)c1
M, u: 381.43
Gap between HOMO and LUMO, eV: 8.9
Energy, eV: -34793.626

XYZ file:
```
51
Properties=species:S:1:pos:R:3:lowdin_charge:R:1
C -0.843 1.199 -1.232 -0.051
O 4.356 -1.389 0.142 -0.045
H 5.047 2.834 1.134 0.180
N -3.031 1.461 0.638 0.120
C 0.364 0.486 -1.330 0.069
H 2.114 2.043 1.183 0.186
C -0.754 2.254 -0.499 -0.190
H -0.579 -1.971 3.238 0.042
C -3.716 -0.528 1.553 -0.161
C 0.185 2.783 0.416 0.085
H -3.968 3.356 0.003 0.153
H -2.922 -3.728 -2.646 0.073
H 1.245 -2.163 2.526 0.147
H -3.303 -1.404 -0.878 0.168
H 0.309 3.704 0.911 0.101
C 0.243 -2.810 0.146 -0.183
C -1.808 -1.596 0.801 -0.252
O -2.436 -0.730 1.622 -0.061
H -2.339 1.564 1.389 0.179
H 1.242 -3.283 0.475 0.167
C 4.329 1.315 -0.243 -0.182
C -4.093 0.918 0.670 -0.438
C 3.783 -0.184 -0.113 -0.154
O -2.061 4.389 -1.013 0.187
H 6.198 1.861 -0.959 0.143
O -5.140 0.949 -0.115 -0.033
H -2.798 -2.001 -3.198 0.153
C -0.222 -3.012 -1.076 -0.108
N -3.033 2.933 0.094 0.155
H 6.358 0.342 -0.247 0.122
H -1.652 1.058 -1.684 0.060
N 2.356 -0.149 -0.606 0.112
C -2.208 -2.940 -2.628 -0.080
C 0.045 -1.629 2.421 -0.014
C -0.448 -2.149 0.930 -0.212
H 2.086 -1.073 -0.452 0.075
H -4.452 -1.278 1.438 0.108
H -1.636 -3.156 -3.394 0.002
C 5.135 1.630 1.027 -0.043
C -1.979 3.322 -0.731 -0.475
H 5.146 1.004 1.695 0.018
H 3.676 1.799 -0.777 0.075
H 0.287 -3.885 -1.701 0.172
C 5.714 1.204 -0.177 -0.220
C -2.401 -1.938 -0.314 0.065
H -4.041 -0.308 2.724 0.172
H 0.274 -0.514 -2.033 0.179
C 1.313 1.794 0.243 -0.053
C 1.322 0.685 -0.320 -0.386
C -1.476 -2.619 -1.397 -0.225
H 0.213 -0.449 2.347 0.094
```

# 8
Molecular formula: C21H23N3O4
Method: DFT, ωB97M-V with the def2-TZVPD basis set

SMILES: COC(=O)[C@H](Cc1c[nH]c2ccccc12)NC(=O)NCc1ccc(OC)cc1
M, u: 381.43
Gap between HOMO and LUMO, eV: 8.7
Energy, eV: -34811.941

XYZ file:
```
51
Properties=species:S:1:pos:R:3:lowdin_charge:R:1
H 2.436 -2.601 4.523 0.106
C 2.404 -2.796 0.404 -0.057
H 1.326 2.313 -3.884 0.120
H 1.067 6.478 -1.774 0.117
C 0.509 2.067 -3.197 -0.137
O -0.989 -0.296 -3.143 0.069
H -1.380 7.400 1.738 0.092
H -1.534 -4.150 4.117 0.101
N 0.838 0.865 -2.462 0.068
H 1.569 0.937 -1.774 0.143
H -1.140 2.142 -1.062 0.115
H -1.032 -2.536 -2.243 0.162
H -1.831 -1.291 2.383 0.089
C 1.619 -2.939 3.902 -0.023
H 1.014 -3.827 -1.718 0.126
C 1.731 -2.960 2.518 -0.208
C 0.343 -3.563 -0.900 -0.065
H 3.670 -2.278 2.021 0.155
C 0.430 -3.368 4.451 -0.097
C -0.471 -2.322 -1.327 -0.203
C -0.007 -0.206 -2.436 -0.564
C -1.382 6.409 1.286 -0.093
N 2.769 -2.598 1.709 0.083
H -1.068 5.672 2.032 0.094
C -0.293 5.374 -0.561 -0.279
H -1.690 0.418 1.869 0.092
N 0.411 -1.218 -1.606 0.106
H 1.062 -1.003 -0.865 0.124
H -3.021 -0.612 1.247 0.099
H 1.539 4.592 -3.296 0.110
C 0.593 5.520 -1.629 -0.004
O -0.475 6.480 0.213 -0.087
H -2.394 6.171 0.942 0.096
H -1.604 3.997 0.453 0.101
H -0.352 -4.385 -0.728 0.127
C -0.621 -3.815 3.646 -0.097
C -0.912 4.145 -0.361 -0.015
C 0.231 3.232 -2.283 -0.219
C 0.671 -3.399 1.688 -0.125
C -1.976 -0.585 1.562 -0.029
C -0.648 3.091 -1.219 -0.025
C 0.851 4.461 -2.473 -0.039
H 3.090 -2.586 -0.395 0.126
C -1.486 -2.006 -0.231 -0.468
H 0.307 -3.365 5.524 0.099
H -0.381 1.819 -3.784 0.128
O -2.473 -2.656 -0.014 0.120
C 1.130 -3.283 0.337 -0.182
O -1.127 -0.930 0.477 -0.032
C -0.517 -3.840 2.273 -0.028
H -1.337 -4.188 1.663 0.110
```